# 1
Entry from the Open Molecules 2025 dataset: Br2NO2S as an isolated structure (the ωB97M-V functional and the def2-TZVPD basis).

The geometry in XYZ format:
```
6
Properties=species:S:1:pos:R:3:mulliken_charge:R:1
N -1.9622 1.8113 -1.7732 -0.43
O 1.9547 -2.5548 0.6063 -0.39
O 2.5434 -0.1798 0.5287 -0.41
S 1.6534 -1.2777 0.0475 0.75
Br -3.2359 3.1977 -1.3403 -0.31
Br -1.8347 0.5804 -0.5758 -0.21
```

The value obtained for the highest occupied orbital energy (alpha / beta) is -2.458 / -2.457 eV. Its largest force on an atom is 4.38 eV/A. The calculation puts the LUMO energy (alpha / beta) at 1.35 / 1.35 eV. The value obtained for the HOMO-LUMO gap (alpha / beta) is 3.81 / 3.81 eV. The charge is -1. The energy relative to the best compared isomer or geometry (same formula, charge and spin) is 188.5 kJ/mol.



# 2
Entry from the Open Molecules 2025 dataset: a 2-piece molecular cluster, Br3ClHNP2 overall (the ωB97M-V functional and the def2-TZVPD basis).

The geometry in XYZ format:
```
8
Properties=species:S:1:pos:R:3:mulliken_charge:R:1
N -0.5143 0.0160 0.4699 -0.51
P -2.6189 -0.7422 -0.4377 0.59
P -0.4310 0.5189 1.9486 0.23
Cl -2.7230 0.5874 -1.8590 -0.09
Br -1.9284 -2.6453 -1.1228 -0.10
Br -2.0104 -0.7520 3.0446 -0.22
Br -1.8234 2.1598 1.3815 -0.18
H 0.0560 -0.7799 0.2589 0.29
```

The value obtained for the highest occupied orbital energy is -9.006 eV. Its largest force on an atom is 4.89 eV/A. The calculation puts the LUMO energy at -1.69 eV. The value obtained for the HOMO-LUMO gap is 7.31 eV. The energy relative to the best compared isomer or geometry (same formula, charge and spin) is 192.3 kJ/mol.



# 3
Entry from the Open Molecules 2025 dataset: Br9Cu2Mg2 as an isolated structure (the ωB97M-V functional and the def2-TZVPD basis).

The geometry in XYZ format:
```
13
Properties=species:S:1:pos:R:3:mulliken_charge:R:1
Mg 2.4592 -0.5990 -2.5260 0.76
Mg -1.9718 2.0533 0.2332 0.59
Cu -1.1284 -2.5917 2.2299 0.67
Cu 2.7678 -0.1110 1.8373 0.55
Br 1.7016 -1.9116 3.7578 -0.72
Br -2.1152 -4.3208 -0.2432 -0.82
Br -1.7457 3.8514 -1.5448 -0.71
Br -4.2002 0.9735 -0.0824 -0.71
Br 3.0111 -1.6939 -0.3220 -0.51
Br 0.7934 -0.5119 -4.0618 -0.48
Br 3.1134 1.7085 -2.2954 -0.60
Br -2.1570 2.9905 2.5693 -0.73
Br -0.5282 0.1629 0.4481 -0.31
```

The value obtained for the highest occupied orbital energy is -0.499 eV. Its largest force on an atom is 1.77 eV/A. The calculation puts the LUMO energy at 5.37 eV. The value obtained for the HOMO-LUMO gap is 5.87 eV. The charge is -3.



# 4
Entry from the Open Molecules 2025 dataset: BrCa3 as an isolated structure (the ωB97M-V functional and the def2-TZVPD basis).

The geometry in XYZ format:
```
4
Properties=species:S:1:pos:R:3:mulliken_charge:R:1
Ca 1.9595 1.0970 -0.4347 1.86
Ca -2.1643 1.3041 0.4827 1.95
Ca 0.1375 -1.8884 -1.2670 1.87
Br 0.0672 -0.5127 1.2190 -0.69
```

The value obtained for the highest occupied orbital energy is -32.741 eV. Its largest force on an atom is 3.68 eV/A. The calculation puts the LUMO energy at -22.97 eV. The value obtained for the HOMO-LUMO gap is 9.77 eV. The charge is +5. The energy relative to the best compared isomer or geometry (same formula, charge and spin) is 173.7 kJ/mol.



# 5
Entry from the Open Molecules 2025 dataset: BrCa3O4P as an isolated structure (the ωB97M-V functional and the def2-TZVPD basis).

The geometry in XYZ format:
```
9
Properties=species:S:1:pos:R:3:mulliken_charge:R:1
Ca 1.3640 1.9150 -0.5658 1.25
Ca -0.8636 -0.5216 -2.0714 1.28
Ca 3.1327 -2.9686 -1.9714 1.06
P -1.0284 0.4316 1.1743 0.86
O 0.1576 1.4339 1.2009 -0.76
O -0.8153 -0.6813 0.1294 -0.67
O -2.2623 1.3248 1.0427 -0.39
O -1.4251 -0.2646 2.4249 -0.43
Br 1.7403 -0.6693 -1.3635 -0.21
```

The value obtained for the highest occupied orbital energy is -12.123 eV. Its largest force on an atom is 3.35 eV/A. The calculation puts the LUMO energy at -9.69 eV. The value obtained for the HOMO-LUMO gap is 2.44 eV. The charge is +2. The energy relative to the best compared isomer or geometry (same formula, charge and spin) is 98.1 kJ/mol.



# 6
Entry from the Open Molecules 2025 dataset: BrCa6O8P2 as an isolated structure (the ωB97M-V functional and the def2-TZVPD basis).

The geometry in XYZ format:
```
17
Properties=species:S:1:pos:R:3:mulliken_charge:R:1
Ca -3.0375 -1.4059 2.3198 1.51
Ca 1.9276 2.1971 2.0665 1.70
Ca -2.1718 -5.7837 -2.1913 1.21
Ca -0.4629 2.9556 -2.9220 1.77
Ca 2.5071 -4.4866 3.3048 1.42
Ca 4.8361 -2.8241 -3.3195 1.63
P 0.7858 -1.7691 -0.0489 0.35
O -0.5680 -2.5370 -0.2514 -0.63
O 0.9528 -0.4517 -0.5452 -0.54
O 2.1125 -2.6024 -0.0424 -0.72
O 0.8153 -1.4208 1.4570 -0.85
P -2.3246 3.3932 1.0143 0.93
O -3.4140 4.4512 1.1775 -0.35
O -2.8270 2.4044 -0.0853 -0.49
O -2.1033 2.4839 2.2146 -0.57
O -1.0179 4.0611 0.4640 -0.70
Br 3.9898 1.3347 -4.6126 -0.66
```

The value obtained for the highest occupied orbital energy is -16.076 eV. Its largest force on an atom is 8.69 eV/A. The calculation puts the LUMO energy at -14.25 eV. The value obtained for the HOMO-LUMO gap is 1.82 eV. The charge is +5.



# 7
Entry from the Open Molecules 2025 dataset: a 2-piece molecular cluster, BrCl3P2 overall (the ωB97M-V functional and the def2-TZVPD basis).

The geometry in XYZ format:
```
6
Properties=species:S:1:pos:R:3:mulliken_charge:R:1
P -0.3302 0.9410 -0.2984 0.28
P -1.3122 -1.1731 0.0844 0.23
Cl -1.3427 1.3956 1.5003 -0.21
Cl -1.7052 1.6765 -1.4658 -0.14
Cl -0.1016 -2.6362 -0.4503 -0.16
Br 4.7920 -0.2037 0.6298 0.00
```

The value obtained for the highest occupied orbital energy (alpha / beta) is -9.172 / -8.603 eV. Its largest force on an atom is 2.74 eV/A. The calculation puts the LUMO energy (alpha / beta) at -1.58 / -3.78 eV. The value obtained for the HOMO-LUMO gap (alpha / beta) is 7.59 / 4.82 eV. The energy relative to the best compared isomer or geometry (same formula, charge and spin) is 311.7 kJ/mol.



# 8
Entry from the Open Molecules 2025 dataset: BrClFHN3O as an isolated structure (the ωB97M-V functional and the def2-TZVPD basis).

The geometry in XYZ format:
```
8
Properties=species:S:1:pos:R:3:mulliken_charge:R:1
N 0.2813 -1.8476 0.5665 0.43
N 1.3228 -1.5288 1.0636 0.37
N 2.0784 -0.6411 1.4053 -0.43
O -0.3360 -2.8850 0.5277 -0.56
F -0.5208 1.1273 0.5861 -0.44
Cl 0.1512 -0.8169 -1.4634 -0.60
Br 3.0449 0.4004 0.1013 -0.11
H -0.2996 0.5390 -0.1654 0.34
```

The value obtained for the highest occupied orbital energy is -4.599 eV. Its largest force on an atom is 2.27 eV/A. The calculation puts the LUMO energy at 2.89 eV. The value obtained for the HOMO-LUMO gap is 7.49 eV. The charge is -1. The energy relative to the best compared isomer or geometry (same formula, charge and spin) is 361.4 kJ/mol.



# 9
Entry from the Open Molecules 2025 dataset: a 2-piece molecular cluster, BrClH2O2Si overall (the ωB97M-V functional and the def2-TZVPD basis).

The geometry in XYZ format:
```
7
Properties=species:S:1:pos:R:3:mulliken_charge:R:1
O 0.1154 0.0637 1.1849 -0.52
Si 0.9981 0.3888 0.0081 0.64
O 0.4138 0.8294 -1.3635 -0.34
Br 3.1151 0.2895 -0.1570 -0.13
H -0.4312 1.0835 -1.3151 0.34
Cl -2.4784 -1.5242 0.3902 -0.26
H -1.7328 -1.1307 1.2522 0.26
```

The value obtained for the highest occupied orbital energy is -11.013 eV. Its largest force on an atom is 5.61 eV/A. The calculation puts the LUMO energy at -0.27 eV. As for the SMILES: O=[Si](O)Br.Cl. The value obtained for the HOMO-LUMO gap is 10.74 eV. The energy relative to the best compared isomer or geometry (same formula, charge and spin) is 284.4 kJ/mol.



# 10
Entry from the Open Molecules 2025 dataset: BrClHIN2 as an isolated structure (the ωB97M-V functional and the def2-TZVPD basis).

The geometry in XYZ format:
```
6
Properties=species:S:1:pos:R:3:lowdin_spin:R:1
N -2.4656 -0.1699 0.1812 0.78
N -1.4642 -0.8152 -0.0717 0.82
Cl -2.1903 1.3608 1.0798 0.22
Br 1.3659 0.9361 -0.1572 0.02
I -1.7523 -2.4347 -1.1793 0.16
H 0.0255 0.8438 -0.0980 0.01
```

The value obtained for the highest occupied orbital energy (alpha / beta) is -7.737 / -10.338 eV. Its largest force on an atom is 4.25 eV/A. As for the multiplicity: 3. The calculation puts the LUMO energy (alpha / beta) at -1.21 / -3.29 eV. The value obtained for the HOMO-LUMO gap (alpha / beta) is 6.53 / 7.05 eV. The energy relative to the best compared isomer or geometry (same formula, charge and spin) is 61.1 kJ/mol.



# 11
Entry from the Open Molecules 2025 dataset: a 2-piece molecular cluster, BrClHNO2S overall (the ωB97M-V functional and the def2-TZVPD basis).

The geometry in XYZ format:
```
7
Properties=species:S:1:pos:R:3:mulliken_charge:R:1
N 0.9008 0.6176 -0.1287 -0.19
O 0.2577 -1.3934 1.3502 -0.41
O -0.1718 -1.7353 -0.9778 -0.41
S -0.0932 -0.8527 0.1057 0.83
Cl 0.9026 1.1610 -1.7082 0.01
Br -2.6190 0.8987 0.7590 -0.14
H 0.8230 1.3043 0.5997 0.32
```

The value obtained for the highest occupied orbital energy (alpha / beta) is -10.815 / -10.119 eV. Its largest force on an atom is 3.19 eV/A. The calculation puts the LUMO energy (alpha / beta) at -2.84 / -3.49 eV. The value obtained for the HOMO-LUMO gap (alpha / beta) is 7.97 / 6.63 eV. The energy relative to the best compared isomer or geometry (same formula, charge and spin) is 183.0 kJ/mol.



# 12
Entry from the Open Molecules 2025 dataset: BrClHOP in the gas phase (the ωB97M-V functional and the def2-TZVPD basis).

The geometry in XYZ format:
```
5
Properties=species:S:1:pos:R:3:mulliken_charge:R:1
O 1.5852 -1.7901 -0.6277 -0.38
P 2.1909 -1.3367 0.5915 0.49
Cl 0.3350 0.2635 1.1371 -0.14
Br 3.5345 0.5228 -0.0778 -0.25
H -0.3560 -0.1083 0.2850 0.29
```

The value obtained for the highest occupied orbital energy is -10.011 eV. Its largest force on an atom is 5.81 eV/A. The calculation puts the LUMO energy at -0.42 eV. The value obtained for the HOMO-LUMO gap is 9.59 eV. The energy relative to the best compared isomer or geometry (same formula, charge and spin) is 146.7 kJ/mol.



# 13
Entry from the Open Molecules 2025 dataset: an isolated ion of composition BrClO2P and charge -1 (the ωB97M-V functional and the def2-TZVPD basis).

The geometry in XYZ format:
```
5
Properties=species:S:1:pos:R:3:mulliken_charge:R:1
O 0.1169 -0.9538 -1.3978 -0.54
P -0.1789 0.0662 -0.3580 0.80
O -0.6116 1.4132 -0.5908 -0.51
Cl 1.9548 0.3637 0.9441 -0.51
Br -1.2811 -0.8893 1.4025 -0.24
```

The value obtained for the highest occupied orbital energy is -6.058 eV. Its largest force on an atom is 3.56 eV/A. The calculation puts the LUMO energy at 3.22 eV. As for the SMILES: O=[P@]([O-])(Cl)Br. The value obtained for the HOMO-LUMO gap is 9.27 eV. The charge is -1. The energy relative to the best compared isomer or geometry (same formula, charge and spin) is 0.0 kJ/mol.



# 14
Entry from the Open Molecules 2025 dataset: BrF4NP2S as an isolated structure (the ωB97M-V functional and the def2-TZVPD basis).

The geometry in XYZ format:
```
9
Properties=species:S:1:pos:R:3:mulliken_charge:R:1
N -0.5614 -0.0784 0.4101 -0.35
F -1.3296 2.1919 -0.1859 -0.20
F 0.8827 2.0779 0.0274 -0.16
F -0.7448 -2.5949 -0.1069 -0.23
F 0.7130 -1.9722 1.7507 -0.24
P -0.2136 1.1116 -0.5318 0.72
P 0.3297 -1.4408 0.2388 0.88
S 1.7452 -1.0152 -1.0577 -0.37
Br -0.1465 1.4432 -2.8130 -0.04
```

The value obtained for the highest occupied orbital energy is -10.048 eV. Its largest force on an atom is 3.12 eV/A. The calculation puts the LUMO energy at -1.72 eV. The value obtained for the HOMO-LUMO gap is 8.33 eV. The energy relative to the best compared isomer or geometry (same formula, charge and spin) is 2.2 kJ/mol.



# 15
Entry from the Open Molecules 2025 dataset: a 2-piece molecular cluster, BrFHN overall (the ωB97M-V functional and the def2-TZVPD basis).

The geometry in XYZ format:
```
4
Properties=species:S:1:pos:R:3:lowdin_spin:R:1
N -0.4040 0.1588 0.3056 0.99
F 0.4558 -1.5679 0.0396 0.66
Br -0.4270 0.9462 -1.2426 0.33
H 0.3752 0.4629 0.8974 0.02
```

The value obtained for the highest occupied orbital energy (alpha / beta) is -9.855 / -10.767 eV. Its largest force on an atom is 1.09 eV/A. As for the multiplicity: 3. The calculation puts the LUMO energy (alpha / beta) at 0.20 / -3.41 eV. The value obtained for the HOMO-LUMO gap (alpha / beta) is 10.05 / 7.36 eV. The energy relative to the best compared isomer or geometry (same formula, charge and spin) is 0.0 kJ/mol.



no.,E_tot (eV)
1,-156503.574
2,-242734.811
3,-730565.253
4,-125290.126
5,-142822.263
6,-215568.725
7,-126186.629
8,-91813.450
9,-94572.522
10,-93656.491
11,-98997.490
12,-93917.618
13,-95953.834
14,-111820.423
15,-74260.538